No. 1
Here is 3 unconnected molecules or ions with the total composition C26H39ClNO7 in a non-equilibrium geometry from the Open Molecules 2025 dataset. Energies are from ωB97M-V/def2-TZVPD.

Structure (XYZ):
```
74
C26H39ClNO7 | the Open Molecules 2025 dataset | ωB97M-V/def2-TZVPD
O -1.3953 -0.7843 2.8385
C -1.1511 -0.0549 1.8116
O -1.1679 -0.6994 0.5271
C -0.9067 1.4960 2.0796
C -0.1424 2.2620 0.8618
C 1.3822 1.8351 0.8971
C 2.1619 1.5042 -0.4573
C 2.7686 2.8600 -1.1532
C 1.9161 4.1843 -0.8785
C 2.3368 5.3331 -1.9550
Cl 1.6666 4.8217 -3.6197
C 1.1648 0.9361 -1.6331
C 1.8710 -0.3395 -2.3714
C 3.1968 0.0349 -3.1828
N 4.4086 0.2958 -2.3563
C 4.6755 -0.7621 -1.3553
C 5.9704 -0.2553 -0.5165
C 5.6705 0.8656 0.5356
C 6.8319 1.4840 1.3859
C 8.2848 0.9473 1.1433
C 8.5464 -0.2025 0.1139
C 7.3945 -0.8166 -0.7283
O 7.6576 -1.8729 -1.6722
H -0.2241 -0.9419 0.3291
H -1.8721 2.0092 2.4054
H -0.1919 1.5570 2.9866
H -0.2132 3.3851 1.1441
H -0.7249 2.1432 -0.1051
H 1.4943 0.9093 1.5910
H 1.9820 2.6719 1.4336
H 2.9261 2.6976 -2.2750
H 3.8231 3.0414 -0.7020
H 0.7754 4.0580 -1.0074
H 2.1581 4.6541 0.1525
H 1.8183 6.3218 -1.7060
H 3.4808 5.4262 -2.0211
H 0.9746 1.7819 -2.3928
H 0.1788 0.5289 -1.2224
H 1.9900 -1.2124 -1.6304
H 1.0793 -0.7079 -3.1386
H 3.4566 -0.8603 -3.8806
H 2.9934 0.9203 -3.8770
H 5.2208 0.3658 -2.9919
H 4.9424 -1.7915 -1.8032
H 3.8518 -0.8943 -0.5731
H 4.6110 1.2587 0.7093
H 6.6103 2.3251 2.1387
H 9.1168 1.4462 1.7561
H 9.6387 -0.5512 -0.0057
H 7.2912 -2.7036 -1.2799
O -4.7881 -4.8055 -1.3704
C -4.5288 -4.3592 -0.2805
O -4.8066 -4.9997 0.8895
C -4.4686 -4.1442 1.9892
C -3.4642 -3.1637 1.4349
C -3.9046 -3.0177 -0.0045
H -5.3806 -3.6513 2.3407
H -4.0525 -4.7395 2.8041
H -3.4371 -2.2202 1.9815
H -2.4619 -3.6016 1.4697
H -4.6633 -2.2397 -0.1204
H -3.0593 -2.8337 -0.6671
O -6.1255 -0.4984 2.0543
C -7.2328 -0.9019 1.8050
O -8.3063 -0.7418 2.6279
C -9.4330 -1.4340 2.0782
C -9.1361 -1.5699 0.6026
C -7.6274 -1.6860 0.5832
H -9.5223 -2.4047 2.5755
H -10.3423 -0.8584 2.2610
H -9.6475 -2.4138 0.1363
H -9.4409 -0.6591 0.0773
H -7.2966 -2.7209 0.7021
H -7.2024 -1.2465 -0.3191
```

Output
E_LUMO in eV: 2.0
Net charge: -1
Gap between HOMO and LUMO in eV: 3.981
F_max in eV/A: 5.50
DFT total energy in eV: -55932.174
2S+1: 1

Here are the Löwdin charges for atoms 1 to 5, given in e:
1. O 0.001
2. C -0.354
3. O -0.002
4. C -0.116
5. C -0.225

=====

No. 2
Here is a molecular structure, C19H27B2F4N7O10SSn from the Open Molecules 2025 dataset. Energies are from ωB97M-V/def2-TZVPD.

Structure (XYZ):
```
71
C19H27B2F4N7O10SSn | the Open Molecules 2025 dataset | ωB97M-V/def2-TZVPD
Sn 0.9894 1.6737 -2.8624
C -2.6346 2.0688 -0.3660
C -1.3398 2.1979 -1.0735
N -0.6267 1.2087 -1.4655
O -1.0772 -0.0487 -1.3014
B 0.0067 -1.0048 -0.8815
F 0.5766 -0.4617 0.2892
F -0.5652 -2.2185 -0.6763
O 1.0953 -1.1696 -1.9077
N 1.8800 -0.0639 -2.0088
C 2.9823 0.0368 -1.3641
C 3.5805 -1.0512 -0.5612
C 3.6250 1.3978 -1.4439
N 2.8335 2.3076 -1.8731
O 3.2913 3.5622 -2.0496
B 2.2913 4.6059 -1.5322
F 1.9002 4.2049 -0.2613
F 2.8644 5.8061 -1.6712
O 1.0300 4.6052 -2.4183
N 0.2409 3.5292 -2.1794
C -0.7124 3.5449 -1.3257
C -1.1466 4.7414 -0.5750
C 5.0098 1.6820 -1.0032
H -2.8604 1.0239 -0.1734
H -2.6016 2.6312 0.5683
H -3.4317 2.4965 -0.9791
H 2.9499 -1.9332 -0.5863
H 4.5669 -1.2929 -0.9639
H 3.7113 -0.7083 0.4659
H -0.6107 5.6225 -0.9135
H -2.2222 4.8832 -0.6915
H -0.9401 4.5791 0.4858
H 5.4688 0.8254 -0.5212
H 5.6148 1.9806 -1.8623
H 4.9929 2.5333 -0.3208
N 1.9451 2.7395 -4.6116
N 1.5890 1.9448 -5.7258
C 0.4101 1.1744 -5.6401
O -0.1153 0.7470 -6.6143
O -0.0125 0.9485 -4.3843
H 1.5793 3.6961 -4.6516
H 2.9588 2.8102 -4.5400
H 1.7316 2.3689 -6.6340
C -2.5567 -7.5555 3.2473
C -2.6918 -6.1076 3.0045
C -2.2973 -5.5296 1.7682
C -2.4276 -4.1905 1.5653
C -2.9642 -3.3809 2.6085
C -3.3514 -3.9245 3.8494
C -3.2182 -5.2669 4.0403
S -3.1938 -1.6533 2.2845
O -3.5997 -1.5702 0.9214
O -3.9512 -1.1170 3.3658
N -1.6653 -1.1284 2.3983
C -1.2242 -0.2536 3.4873
C 0.2191 -0.3804 3.7741
C 1.3372 2.0212 1.4507
O 2.3546 1.5191 1.2003
O 0.3102 2.5393 1.6309
H -2.3497 -8.1176 2.3410
H -3.4437 -7.9516 3.7472
H -1.7277 -7.7154 3.9509
H -1.9099 -6.1726 0.9895
H -2.1605 -3.7253 0.6234
H -3.7698 -3.2754 4.6065
H -3.5222 -5.7246 4.9731
H -1.1920 -1.0197 1.5076
H -1.8350 -0.4748 4.3698
H -1.4575 0.7896 3.2401
H 0.7913 -1.2471 3.4810
H 0.6785 0.3879 4.3788
```

Output
E_LUMO (alpha / beta) in eV: -6.7 / -9.5
Net charge: +2
Gap between HOMO and LUMO (alpha / beta) in eV: 8.747 / 3.823
F_max in eV/A: 0.63
DFT total energy in eV: -79924.339
2S+1: 1

Here are the Löwdin charges for atoms 1 to 5, given in e:
1. Sn 1.473
2. C 0.051
3. C -0.184
4. N -0.015
5. O 0.097